9 unconnected molecules or ions with the total composition C11H40N12O9, computed with ωB97M-V/def2-TZVPD.

Each line ends with the Löwdin charge.
Cartesian coordinates (Å):
N: 23.898 -14.471 -11.081  0.182
C: 22.850 -14.924 -11.617  -0.651
N: 22.039 -13.998 -11.979  0.179
O: 22.590 -16.261 -11.758  -0.099
H: 24.721 -15.090 -10.909  0.158
H: 24.179 -13.552 -11.449  0.066
H: 21.328 -14.256 -12.693  0.062
H: 22.221 -12.976 -12.047  0.124
N: 20.133 -14.635 -13.908  0.142
C: 20.474 -13.681 -14.730  -0.518
N: 19.835 -12.537 -14.529  0.159
O: 21.380 -13.888 -15.801  -0.141
H: 20.488 -15.684 -13.993  0.094
H: 19.539 -14.452 -13.152  0.106
H: 20.040 -11.733 -15.137  0.126
H: 19.040 -12.416 -13.831  0.154
N: 24.456 -12.215 -12.744  0.156
C: 25.644 -12.094 -12.230  -0.612
N: 25.749 -11.203 -11.257  0.177
O: 26.669 -12.854 -12.712  -0.090
H: 24.278 -13.020 -13.343  0.071
H: 23.699 -11.558 -12.627  0.132
H: 26.771 -10.983 -11.019  0.163
H: 25.112 -10.679 -10.754  0.081
N: 21.275 -17.004 -14.032  0.125
C: 20.311 -17.840 -13.846  -0.622
N: 19.568 -18.048 -14.930  0.176
O: 19.919 -18.342 -12.637  -0.105
H: 21.934 -16.808 -13.228  0.091
H: 21.614 -16.835 -15.001  0.077
H: 18.866 -18.765 -14.981  0.116
H: 19.815 -17.640 -15.825  0.038
N: 25.091 -11.148 -17.357  0.180
C: 23.763 -11.329 -17.259  -0.569
N: 22.992 -10.901 -18.176  0.151
O: 23.237 -11.718 -16.028  -0.139
H: 25.733 -11.303 -16.569  0.063
H: 25.528 -10.542 -18.006  0.094
H: 21.946 -10.991 -18.145  0.149
H: 23.309 -11.097 -19.156  0.143
N: 20.123 -16.748 -17.410  0.138
C: 21.359 -17.002 -17.338  -0.595
N: 22.038 -16.193 -16.506  0.140
O: 21.944 -18.107 -17.987  -0.136
H: 19.497 -17.442 -17.882  0.165
H: 19.555 -16.082 -16.917  0.125
H: 22.992 -16.274 -16.654  0.081
H: 21.657 -15.247 -16.335  0.026
C: 22.856 -20.237 -13.385  -0.050
C: 23.974 -19.471 -12.537  -0.290
O: 23.911 -20.076 -11.276  -0.111
H: 21.878 -20.161 -13.046  0.025
H: 23.031 -21.315 -13.403  0.070
H: 22.935 -19.890 -14.404  0.058
H: 23.864 -18.402 -12.407  0.072
H: 24.992 -19.723 -12.883  0.105
H: 24.549 -19.588 -10.707  0.095
C: 25.270 -15.694 -14.277  -0.051
C: 24.891 -14.601 -15.269  -0.299
O: 23.790 -14.009 -14.693  -0.143
H: 24.421 -16.370 -14.041  0.072
H: 25.534 -15.264 -13.258  0.078
H: 26.089 -16.226 -14.632  0.049
H: 24.525 -15.044 -16.209  0.107
H: 25.675 -13.892 -15.482  0.098
H: 23.337 -13.402 -15.282  0.019
C: 27.525 -10.476 -15.223  -0.131
O: 26.873 -11.729 -15.265  -0.137
H: 28.542 -10.613 -14.939  0.079
H: 27.044 -9.780 -14.543  0.083
H: 27.459 -9.983 -16.160  0.062
H: 26.942 -12.085 -14.403  0.005

Computed properties:
SMILES   NC(N)=O.NC(N)=O.NC(N)=O.NC(N)=O.NC(N)=O.NC(N)=O.CCO.CCO.CO
Spin multiplicity   1
E   -48362.972 eV
E_HOMO   -8.42 eV
LUMO energy   -0.0036 Ha
HOMO-LUMO gap   8.32 eV

12 unconnected molecules or ions with the total composition C11H41NO13, computed with ωB97M-V/def2-TZVPD.

Each line ends with the natural charge from an NBO analysis.
Cartesian coordinates (Å):
C: 2.625 -0.321 1.255  -0.739
C: 1.519 -1.363 1.143  0.826
O: 0.767 -1.467 2.155  -0.841
O: 1.465 -2.010 0.059  -0.808
H: 2.202 0.607 1.636  0.214
H: 3.091 -0.230 0.276  0.227
H: 3.376 -0.703 1.949  0.226
C: -3.490 0.284 -1.909  -0.598
C: -2.798 1.603 -1.485  0.137
C: -2.759 1.552 0.073  -0.398
C: -1.858 2.563 0.697  -0.396
C: -0.470 2.473 0.067  -0.389
C: -0.327 2.387 -1.459  0.113
N: -1.418 1.554 -1.997  -0.258
O: -1.380 1.308 -3.395  -0.848
C: 1.044 1.739 -1.710  -0.615
C: -0.283 3.820 -2.114  -0.635
C: -3.523 2.864 -1.946  -0.648
H: -4.304 0.093 -1.202  0.175
H: -2.828 -0.574 -1.853  0.232
H: -3.907 0.558 -2.878  0.215
H: -2.459 0.536 0.331  0.205
H: -3.744 1.861 0.442  0.187
H: -1.796 2.502 1.785  0.199
H: -2.257 3.558 0.454  0.174
H: -0.069 1.534 0.464  0.197
H: 0.094 3.329 0.459  0.170
H: 1.239 0.873 -1.080  0.200
H: 1.857 2.471 -1.648  0.178
H: 1.098 1.429 -2.756  0.256
H: -1.265 4.207 -2.371  0.205
H: 0.323 3.869 -3.019  0.208
H: 0.195 4.489 -1.389  0.171
H: -4.557 2.935 -1.585  0.179
H: -3.572 2.910 -3.036  0.226
H: -3.003 3.753 -1.594  0.193
O: -1.251 -3.584 2.998  -0.957
H: -0.796 -2.778 2.729  0.489
H: -0.988 -3.718 3.903  0.458
O: 2.892 3.642 1.931  -0.951
H: 2.016 3.422 1.592  0.481
H: 3.487 3.428 1.207  0.471
O: 3.934 -4.260 0.337  -0.992
H: 3.803 -3.527 -0.270  0.463
H: 3.074 -4.307 0.801  0.498
O: 0.564 -3.636 -2.145  -0.991
H: 0.890 -3.644 -1.243  0.466
H: 0.424 -2.683 -2.331  0.500
O: -0.193 -0.034 4.314  -0.956
H: 0.138 0.092 3.415  0.499
H: 0.597 -0.037 4.860  0.454
O: 0.971 -3.281 4.032  -0.994
H: 0.937 -2.476 3.461  0.511
H: 0.689 -2.975 4.900  0.453
O: 1.445 -4.463 1.479  -0.998
H: 1.267 -3.609 1.025  0.487
H: 0.922 -4.398 2.288  0.504
O: -1.435 -2.210 0.042  -0.948
H: -0.565 -2.151 0.468  0.476
H: -1.588 -1.329 -0.314  0.457
O: 0.045 -1.042 -2.667  -1.006
H: 0.252 -0.934 -1.732  0.464
H: -0.541 -0.273 -2.877  0.534
O: 3.655 -1.786 -1.737  -0.984
H: 2.885 -1.787 -1.135  0.501
H: 3.645 -2.654 -2.151  0.468

Computed properties:
Spin multiplicity   1
E   -40180.920 eV
E_HOMO   -0.38 eV
Net charge   -2
LUMO energy   0.1624 Ha
HOMO-LUMO gap   4.80 eV

10 unconnected molecules or ions with the total composition C11H42N10O10, computed with ωB97M-V/def2-TZVPD.

Each line ends with the Löwdin charge.
Cartesian coordinates (Å):
N: -4.428 23.299 14.379  0.199
C: -3.966 22.491 13.522  -0.796
N: -2.811 22.891 13.146  0.197
O: -4.524 21.483 13.115  0.012
H: -3.839 23.827 15.007  0.137
H: -5.331 22.970 14.688  0.128
H: -2.283 22.240 12.582  0.122
H: -2.395 23.739 13.503  0.129
N: -6.288 14.686 18.252  0.172
C: -6.913 15.630 17.627  -0.685
N: -6.208 16.797 17.675  0.178
O: -7.953 15.396 17.020  0.027
H: -6.599 13.767 17.973  0.128
H: -5.485 14.784 18.858  0.123
H: -5.261 16.708 18.016  0.106
H: -6.529 17.578 17.121  0.092
N: -2.887 17.346 15.392  0.173
C: -3.358 16.125 15.301  -0.892
N: -4.576 16.142 15.119  0.208
O: -2.639 15.213 15.534  0.051
H: -1.914 17.549 15.573  0.114
H: -3.487 18.116 15.132  0.074
H: -4.803 15.158 15.136  0.136
H: -5.264 16.880 15.069  0.067
N: -2.056 20.927 9.285  0.152
C: -3.280 20.632 9.055  -0.731
N: -3.954 20.549 10.210  0.180
O: -3.795 20.519 7.922  0.008
H: -1.615 20.607 10.136  0.113
H: -1.521 21.320 8.524  0.124
H: -4.956 20.443 10.140  0.074
H: -3.571 20.615 11.142  0.074
N: -6.030 19.142 12.674  0.225
C: -6.413 18.394 13.601  -0.762
N: -7.288 17.436 13.246  0.193
O: -6.106 18.537 14.764  -0.002
H: -6.449 19.024 11.763  0.088
H: -5.439 19.947 12.825  0.068
H: -7.791 16.991 14.002  0.058
H: -7.641 17.318 12.307  0.079
C: -6.852 19.073 8.057  -0.086
C: -7.299 20.273 8.834  -0.298
O: -7.236 19.996 10.212  -0.133
H: -6.635 19.266 7.006  0.082
H: -7.490 18.198 8.187  0.061
H: -5.890 18.680 8.386  0.068
H: -8.290 20.628 8.551  0.119
H: -6.566 21.073 8.730  0.108
H: -8.023 19.522 10.492  0.016
C: -4.166 20.475 16.424  -0.180
O: -4.236 19.619 17.563  -0.110
H: -4.924 21.257 16.392  0.071
H: -3.154 20.835 16.237  0.084
H: -4.446 19.991 15.488  0.027
H: -5.154 19.492 17.811  0.063
C: -9.591 17.414 10.603  -0.132
O: -9.553 18.792 10.904  -0.130
H: -10.494 17.262 10.011  0.093
H: -8.653 17.140 10.120  0.086
H: -9.688 16.853 11.532  0.071
H: -10.377 18.848 11.393  0.102
C: -9.903 14.777 14.374  -0.101
O: -8.861 15.775 14.667  -0.176
H: -10.647 14.618 15.154  0.076
H: -10.406 15.067 13.452  0.061
H: -9.432 13.806 14.217  0.074
H: -8.598 15.562 15.566  -0.013
C: -8.281 22.177 12.555  -0.144
O: -7.149 23.070 12.487  -0.115
H: -9.020 22.598 13.236  0.073
H: -8.822 21.904 11.649  0.064
H: -8.003 21.191 12.928  0.065
H: -6.339 22.559 12.561  0.019

Computed properties:
SMILES   NC(N)=O.NC(N)=O.NC(N)=O.NC(N)=O.NC(N)=O.CCO.CO.CO.CO.CO
Spin multiplicity   1
E   -47464.958 eV
E_HOMO   -9.09 eV
LUMO energy   0.0039 Ha
HOMO-LUMO gap   9.20 eV